*A*
Formula: C2H4Cl4
Source: the Open Molecules 2025 dataset
Level of theory: wB97M-V/def2-TZVPD

Bonds (Å) are listed after each position.
CARTESIAN COORDINATES (ANGSTROEM)
1 C 0.513 1.735 1.230  Cl2 1.767, Cl3 1.775, H4 1.089, H5 1.094
2 Cl 0.068 1.247 2.869  C1 1.767
3 Cl -0.807 1.736 0.044  C1 1.775
4 H 0.910 2.749 1.231  C1 1.089
5 H 1.243 0.985 0.911  C1 1.094
6 C -0.327 -1.664 -1.399  Cl7 1.751, Cl8 1.754, H9 1.028, H10 1.082
7 Cl -1.992 -2.097 -1.074  C6 1.751
8 Cl 0.519 -1.618 0.136  C6 1.754
9 H 0.058 -2.358 -2.051  C6 1.028
10 H -0.186 -0.714 -1.898  C6 1.082

Values from the calculation:
total charge	0
HOMO	-10.893	eV
LUMO	0.78	eV
SMILES	ClCCl.ClCCl

Population analysis type Mulliken, resulting atomic charges in e: -0.216, -0.140, -0.142, 0.315, 0.177, -0.277, -0.144, -0.144, 0.336, 0.235

***

*B*
Formula: C2H4Cl4
Source: the Open Molecules 2025 dataset
Level of theory: wB97M-V/def2-TZVPD

Bonds (Å) are listed after each position.
CARTESIAN COORDINATES (ANGSTROEM)
1 C -4.130 6.483 -6.680  Cl2 1.776, Cl3 1.739, H4 1.090, H5 1.090
2 Cl -4.266 6.140 -8.418  C1 1.776
3 Cl -3.648 5.097 -5.747  C1 1.739
4 H -3.437 7.301 -6.483  C1 1.090
5 H -5.164 6.701 -6.412  C1 1.090
6 C -0.608 5.160 -7.957  Cl7 1.783, Cl8 1.793, H9 1.090, H10 1.090
7 Cl 0.733 4.141 -7.373  C6 1.783
8 Cl -0.473 6.866 -7.420  C6 1.793
9 H -0.540 5.138 -9.044  C6 1.090
10 H -1.566 4.772 -7.610  C6 1.090

Values from the calculation:
total charge	0
HOMO	-10.974	eV
LUMO	0.73	eV
SMILES	ClCCl.ClCCl

Population analysis type Mulliken, resulting atomic charges in e: -0.297, -0.140, -0.132, 0.279, 0.302, -0.052, -0.164, -0.152, 0.282, 0.075

***

Bottom line: *B*, by a margin of 3.8 kcal/mol.

***

*A*
Formula: C2H8N2S
Source: the Open Molecules 2025 dataset
Level of theory: wB97M-V/def2-TZVPD

Bonds (Å) are listed after each position.
CARTESIAN COORDINATES (ANGSTROEM)
1 C 0.971 -1.046 -0.475  C2 1.432, H6 1.196, H7 1.207, H8 1.007
2 C 0.956 -0.058 0.562  C1 1.432, H9 1.037, H10 1.114
3 N -1.759 1.878 0.111  N4 1.365, H11 1.010, H12 1.029
4 N -1.522 0.596 0.516  N3 1.365, S5 1.649
5 S -2.114 -0.737 -0.254  N4 1.649, H13 1.434
6 H -0.102 -1.567 -0.562  C1 1.196
7 H 1.040 -0.516 -1.558  C1 1.207
8 H 1.665 -1.772 -0.395  C1 1.007
9 H 1.240 -0.316 1.525  C2 1.037
10 H 0.868 1.036 0.376  C2 1.114
11 H -2.041 2.008 -0.850  N3 1.010
12 H -2.327 2.389 0.799  N3 1.029
13 H -1.576 -1.575 0.778  S5 1.434

Values from the calculation:
total charge	0
HOMO (spin up / spin down)	-7.453 / -7.310	eV
LUMO (spin up / spin down)	0.74 / 0.39	eV

Population analysis type Mulliken, resulting atomic charges in e: -0.488, -0.640, -0.361, -0.180, -0.180, 0.041, 0.178, 0.362, 0.328, 0.259, 0.224, 0.245, 0.211

***

*B*
Formula: C2H8N2S
Source: the Open Molecules 2025 dataset
Level of theory: wB97M-V/def2-TZVPD

Bonds (Å) are listed after each position.
CARTESIAN COORDINATES (ANGSTROEM)
1 C 3.149 1.517 -1.413  S2 1.813, H3 1.085, H4 1.087, H5 1.089
2 S 1.407 1.990 -1.249  C1 1.813, H12 1.341
3 H 3.317 0.457 -1.258  C1 1.085
4 H 3.658 1.855 -2.313  C1 1.087
5 H 3.672 1.976 -0.576  C1 1.089
6 N -3.221 -1.058 0.875  C7 1.362, H9 1.010, H10 1.011
7 C -2.108 -1.502 1.523  N6 1.362, N8 1.282, H11 1.093
8 N -0.965 -0.944 1.363  C7 1.282, H13 1.018
9 H -3.141 -0.517 0.025  N6 1.010
10 H -3.964 -1.742 0.824  N6 1.011
11 H -2.280 -2.381 2.148  C7 1.093
12 H 1.051 1.158 -2.239  S2 1.341
13 H -0.575 -0.809 2.293  N8 1.018

Values from the calculation:
total charge	0
HOMO	-8.706	eV
LUMO	0.99	eV
SMILES	[H]/N=C/N.CS

Population analysis type Mulliken, resulting atomic charges in e: -0.772, -0.168, 0.290, 0.292, 0.248, -0.431, 0.023, -0.567, 0.256, 0.241, 0.279, 0.101, 0.208

***

*C*
Formula: C2H8N2S
Source: the Open Molecules 2025 dataset
Level of theory: wB97M-V/def2-TZVPD

Bonds (Å) are listed after each position.
CARTESIAN COORDINATES (ANGSTROEM)
1 N 0.824 1.007 -1.233  C2 1.296, H5 0.995
2 C -0.313 1.594 -1.436  N1 1.296, N3 1.414, H6 1.132
3 N -1.523 1.008 -0.998  C2 1.414, H7 1.030, H8 1.003
4 H 0.661 -1.143 -0.286  S10 1.387
5 H 1.303 1.394 -2.015  N1 0.995
6 H -0.589 2.594 -1.889  C2 1.132
7 H -2.425 1.303 -1.399  N3 1.030
8 H -1.657 0.030 -0.823  N3 1.003
9 C 0.634 -0.146 1.746  S10 1.828, H11 1.052, H12 1.103, H13 1.137
10 S 0.228 -1.715 0.901  H4 1.387, C9 1.828
11 H 0.664 -0.300 2.787  C9 1.052
12 H 1.611 0.211 1.379  C9 1.103
13 H -0.236 0.569 1.582  C9 1.137

Values from the calculation:
total charge	0
HOMO	-8.572	eV
LUMO	0.87	eV
SMILES	[H]/N=C/N.CS

Population analysis type Mulliken, resulting atomic charges in e: -0.500, 0.013, -0.398, 0.131, 0.203, 0.277, 0.241, 0.204, -0.701, -0.261, 0.339, 0.249, 0.203

***

Bottom line: *C*, by a margin of 2.1 kcal/mol.

***

*A*
Formula: C5H2O
Source: the Open Molecules 2025 dataset
Level of theory: wB97M-V/def2-TZVPD

Bonds (Å) are listed after each position.
CARTESIAN COORDINATES (ANGSTROEM)
1 O -3.274 0.351 0.165  C2 1.156
2 C -2.193 0.352 -0.244  O1 1.156, C3 1.337
3 C -0.958 0.381 -0.756  C2 1.337, C4 1.359
4 C -0.135 -0.016 0.250  C3 1.359, C5 1.419, H7 1.096
5 C 1.278 -0.142 0.271  C4 1.419, C6 1.205
6 C 2.439 -0.325 0.535  C5 1.205, H8 1.065
7 H -0.552 -0.291 1.225  C4 1.096
8 H 3.457 -0.497 0.796  C6 1.065

Values from the calculation:
total charge	0
HOMO	-9.663	eV
LUMO	-0.95	eV
SMILES	C#CC=C=C=O

Population analysis type Mulliken, resulting atomic charges in e: -0.309, 0.924, -0.780, -0.182, -0.403, 0.127, 0.245, 0.378

***

*B*
Formula: C5H2O
Source: the Open Molecules 2025 dataset
Level of theory: wB97M-V/def2-TZVPD

Bonds (Å) are listed after each position.
CARTESIAN COORDINATES (ANGSTROEM)
1 C 0.598 -0.450 -0.024  C2 1.442, C4 1.500, O8 1.224
2 C -0.340 -0.642 1.054  C1 1.442, C3 1.220
3 C -0.913 -0.854 2.110  C2 1.220, H6 1.074
4 C 0.223 0.418 -1.189  C1 1.500, C5 1.244
5 C 0.159 1.225 -2.133  C4 1.244, H7 1.135
6 H -1.518 -0.824 2.998  C3 1.074
7 H 0.085 2.090 -2.864  C5 1.135
8 O 1.706 -0.964 0.048  C1 1.224

Values from the calculation:
total charge	0
HOMO	-10.527	eV
LUMO	-0.71	eV
SMILES	C#CC(=O)C#C

Population analysis type Mulliken, resulting atomic charges in e: 0.239, -0.331, 0.074, -0.310, 0.007, 0.399, 0.343, -0.421

***

Bottom line: *A*, by a margin of 4.8 kcal/mol.

***

*A*
Formula: C5H11NO
Source: the Open Molecules 2025 dataset
Level of theory: wB97M-V/def2-TZVPD

Bonds (Å) are listed after each position.
CARTESIAN COORDINATES (ANGSTROEM)
1 N 0.028 -0.340 2.194  C2 1.424, H7 0.995, H8 1.014
2 C 0.133 0.610 1.138  N1 1.424, C3 1.387, C6 1.446
3 C -0.102 1.970 1.271  C2 1.387, H9 1.096, H10 1.116
4 C 0.580 -2.042 -1.535  C5 1.427, H11 1.146, H12 1.137, H13 1.108
5 C 0.201 -1.267 -0.398  C4 1.427, C6 1.386, H14 1.150
6 C 0.644 0.005 -0.072  C2 1.446, C5 1.386, H15 1.110
7 H 0.541 -0.033 2.988  N1 0.995
8 H 0.125 -1.248 1.755  N1 1.014
9 H -0.467 2.329 2.240  C3 1.096
10 H 0.402 2.691 0.583  C3 1.116
11 H -0.195 -2.868 -1.713  C4 1.146
12 H 1.678 -2.336 -1.543  C4 1.137
13 H 0.634 -1.461 -2.477  C4 1.108
14 H -0.597 -1.802 0.234  C5 1.150
15 H 0.867 0.776 -0.839  C6 1.110
16 H -0.826 2.009 -1.153  O18 0.962
17 H -1.888 1.028 -1.275  O18 0.970
18 O -1.757 1.981 -1.398  H16 0.962, H17 0.970

Values from the calculation:
total charge	-1
spin multiplicity	2
HOMO (spin up / spin down)	-0.103 / -2.774	eV
LUMO (spin up / spin down)	4.35 / 4.24	eV

Population analysis type Mulliken, resulting atomic charges in e: -0.590, 0.851, -1.240, -1.117, -0.082, -0.977, 0.204, 0.204, 0.262, 0.276, 0.268, 0.239, 0.212, 0.283, 0.328, 0.275, 0.366, -0.762

***

*B*
Formula: C5H11NO
Source: the Open Molecules 2025 dataset
Level of theory: wB97M-V/def2-TZVPD

Bonds (Å) are listed after each position.
CARTESIAN COORDINATES (ANGSTROEM)
1 O 2.471 0.849 -1.597  C2 1.294
2 C 1.271 1.244 -1.874  O1 1.294, C3 1.539, H8 1.106
3 C 0.096 1.276 -0.882  C2 1.539, C4 1.511, H9 1.100, H10 1.115
4 C 0.380 0.962 0.568  C3 1.511, C5 1.574, H11 1.086, H12 1.097
5 C 0.481 -0.599 0.752  C4 1.574, C6 1.533, H13 1.089, H14 1.092
6 C -0.738 -1.345 1.307  C5 1.533, N7 1.463, H15 1.072, H16 1.100
7 N -1.554 -2.034 0.307  C6 1.463, H17 1.020, H18 1.018
8 H 0.918 1.523 -2.885  C2 1.106
9 H -0.853 0.909 -1.301  C3 1.100
10 H -0.080 2.377 -0.882  C3 1.115
11 H 1.328 1.383 0.891  C4 1.086
12 H -0.445 1.322 1.197  C4 1.097
13 H 0.703 -0.908 -0.268  C5 1.089
14 H 1.209 -0.706 1.558  C5 1.092
15 H -0.605 -1.977 2.163  C6 1.072
16 H -1.409 -0.552 1.671  C6 1.100
17 H -1.013 -2.318 -0.509  N7 1.020
18 H -2.159 -1.403 -0.215  N7 1.018

Values from the calculation:
total charge	-1
spin multiplicity	2
HOMO (spin up / spin down)	0.647 / -2.928	eV
LUMO (spin up / spin down)	4.11 / 4.06	eV

Population analysis type Mulliken, resulting atomic charges in e: -0.773, -0.530, -0.639, -0.540, -0.561, -0.493, -0.770, 0.357, 0.196, 0.266, 0.346, 0.369, 0.297, 0.325, 0.359, 0.221, 0.274, 0.294

***

*C*
Formula: C5H11NO
Source: the Open Molecules 2025 dataset
Level of theory: wB97M-V/def2-TZVPD

Bonds (Å) are listed after each position.
CARTESIAN COORDINATES (ANGSTROEM)
1 C -2.382 -0.288 0.295  C2 1.537, H7 1.086, H8 1.095, H9 1.082
2 C -1.567 1.010 0.174  C1 1.537, C3 1.510, H10 1.095, H11 1.096
3 C -0.092 0.754 0.362  C2 1.510, C4 1.353, H12 1.087
4 C 0.740 0.464 -0.665  C3 1.353, N5 1.371, H13 1.095
5 N 2.059 0.101 -0.579  C4 1.371, C6 1.354
6 C 2.785 0.799 0.326  N5 1.354, H14 1.087, H15 1.088
7 H -2.265 -0.743 1.274  C1 1.086
8 H -3.438 -0.133 0.050  C1 1.095
9 H -2.089 -0.937 -0.519  C1 1.082
10 H -1.706 1.386 -0.845  C2 1.095
11 H -1.913 1.753 0.901  C2 1.096
12 H 0.264 0.707 1.388  C3 1.087
13 H 0.305 0.397 -1.668  C4 1.095
14 H 3.841 0.570 0.449  C6 1.087
15 H 2.374 1.552 0.995  C6 1.088
16 H 1.131 -3.095 -0.207  O18 0.965
17 H 1.211 -1.719 -0.806  O18 0.986
18 O 0.742 -2.578 -0.924  H16 0.965, H17 0.986

Values from the calculation:
total charge	-1
spin multiplicity	2
HOMO (spin up / spin down)	-0.234 / -3.287	eV
LUMO (spin up / spin down)	4.11 / 4.06	eV

Population analysis type Mulliken, resulting atomic charges in e: -1.104, -0.659, -0.262, -0.206, -0.757, -0.879, 0.308, 0.379, 0.282, 0.259, 0.307, 0.360, 0.376, 0.284, 0.338, 0.273, 0.410, -0.712

***

*D*
Formula: C5H11NO
Source: the Open Molecules 2025 dataset
Level of theory: wB97M-V/def2-TZVPD

Bonds (Å) are listed after each position.
CARTESIAN COORDINATES (ANGSTROEM)
1 C -0.662 -2.235 0.419  C2 1.604, H8 1.098, H9 1.142, H10 1.131
2 C 0.187 -1.018 1.029  C1 1.604, N3 1.442, O7 1.244
3 N 0.465 -0.014 0.033  C2 1.442, C4 1.407, C6 1.490
4 C -0.784 0.491 -0.375  N3 1.407, C5 1.475, H11 1.100, H12 1.128
5 C -0.620 1.846 -0.935  C4 1.475, H13 1.095, H14 1.080, H15 1.089
6 C 1.733 0.753 0.181  N3 1.490, H16 1.055, H17 1.169, H18 1.030
7 O 0.646 -1.136 2.180  C2 1.244
8 H -1.752 -2.249 0.546  C1 1.098
9 H -0.412 -2.042 -0.678  C1 1.142
10 H -0.322 -3.230 0.836  C1 1.131
11 H -1.135 -0.150 -1.197  C4 1.100
12 H -1.594 0.213 0.359  C4 1.128
13 H -0.117 1.659 -1.889  C5 1.095
14 H -1.640 2.184 -1.039  C5 1.080
15 H -0.046 2.477 -0.259  C5 1.089
16 H 1.901 1.223 -0.748  C6 1.055
17 H 2.447 -0.113 0.513  C6 1.169
18 H 1.705 1.342 1.026  C6 1.030

Values from the calculation:
total charge	-1
spin multiplicity	2
HOMO (spin up / spin down)	1.506 / -3.759	eV
LUMO (spin up / spin down)	4.12 / 4.00	eV

Population analysis type Mulliken, resulting atomic charges in e: -1.160, 0.191, 0.010, -0.118, -1.640, -1.159, -0.739, 0.072, 0.153, 0.684, 0.146, 0.347, 0.197, 0.622, 0.309, 0.424, 0.301, 0.360

***

Bottom line: *C*, by a margin of 16.1 kcal/mol.